DFT (the ωB97M-V functional and the def2-TZVPD basis) results for one molecule with the formula C2H5BO3.

Output
Structure (SMILES) = OB1OCCO1
Net charge = 0
Gap between HOMO and LUMO = 0.3800 hartree

Element x y z (Å)
H -1.2260 -1.1193 -1.2529
B 1.2467 0.1197 0.0168
H -1.6099 1.1672 -0.6583
C -0.9966 0.6085 0.0873
H 2.9835 0.6717 0.4070
H -1.4615 -1.4310 0.4529
H -1.3206 0.9217 1.1610
O 0.3872 1.1246 -0.0361
O 0.3875 -1.1988 0.0914
O 2.5188 -0.0045 -0.0600
C -0.9090 -0.8596 -0.2090

=====

DFT (the ωB97M-V functional and the def2-TZVPD basis) results for one molecule with the formula C5H10O2.

Output
Structure (SMILES) = C[C@@]1(CCO)CO1
Net charge = 0
Gap between HOMO and LUMO = 0.4015 hartree

Element x y z (Å)
H -0.2182 2.3278 0.3524
H 1.6870 0.3956 2.2018
H 1.2070 -0.8362 -1.2061
C -0.4846 1.4537 0.9086
H -0.8923 -0.9273 -2.5845
O -1.0861 -1.9663 -0.8839
C 0.3870 0.3268 0.4094
H -0.7883 -1.8648 0.0319
H -1.7118 -0.0497 -1.3123
H -1.5509 1.2941 0.7614
C -0.8841 -0.7375 -1.5085
H -0.4017 1.7171 1.9646
H 2.1713 -0.8494 0.9477
H 0.6334 0.7475 -1.6980
C 1.4069 -0.1753 1.3212
O 0.1133 -0.7547 1.3472
C 0.4121 -0.1012 -1.0529

=====

DFT (the ωB97M-V functional and the def2-TZVPD basis) results for one molecule with the formula CH3NO.

Output
Structure (SMILES) = NC=O
Net charge = 0
Gap between HOMO and LUMO = 0.4141 hartree

Element x y z (Å)
H 1.3304 0.5955 -0.3192
N 0.7690 0.0794 0.4241
H 0.6375 0.3546 1.3347
H -0.5295 -0.2186 -1.4560
O -1.6029 -0.5512 0.2825
C -0.6045 -0.2596 -0.2661

=====

DFT (the ωB97M-V functional and the def2-TZVPD basis) results for a 2-piece molecular cluster, C5H15NO2 overall.

Output
Structure (SMILES) = CCC[C@H](N)CO.O
Net charge = 0
Gap between HOMO and LUMO = 0.4023 hartree

Element x y z (Å)
C -1.1548 -0.2075 1.2795
H 2.9166 -0.7679 0.2866
H 1.2575 0.1284 0.2391
C -2.6838 -0.2953 1.5178
H -0.9780 0.8333 1.2252
C 1.7438 -1.3085 -1.1996
H 2.1999 -0.9342 -2.1070
O 0.9715 3.4550 -0.0339
C -0.5034 -1.0353 0.1172
H -0.6070 -0.6964 2.1589
H 1.1357 4.1636 -0.5306
H -0.4487 -2.0847 0.3652
O 2.8845 -1.5723 -0.3517
N 0.3892 0.8536 -1.4272
H -2.9822 -1.1222 2.1329
H 0.0005 0.3765 -2.3646
H -3.1979 -0.5009 0.5428
H 1.3291 -2.3053 -1.5515
H -0.3693 1.3014 -1.0347
H -2.8987 0.5944 2.0409
H 1.4885 2.6870 -0.0718
C 0.6689 -0.3539 -0.4883
H -1.1620 -1.2091 -0.7451

=====

DFT (the ωB97M-V functional and the def2-TZVPD basis) results for C32H42F3GeN5O5SSeSiW as an isolated structure.

Output
Spin multiplicity = 3
Net charge = -2
Gap between HOMO and LUMO (spin up / spin down) = 0.2034 / 0.1976 hartree

Element x y z (Å)
C 3.2825 1.2780 2.2696
C 5.3439 2.6497 5.1466
H -3.1722 1.7191 3.0215
H 4.0168 0.5330 5.9690
C -1.2059 3.9472 -2.4118
C -2.5077 2.3243 3.6361
C 1.3314 -0.6539 -2.8765
H -3.2230 2.6028 -5.3383
H 1.4284 2.5266 4.7983
F 4.2812 2.6867 -0.7281
N -0.0435 -2.4321 1.3947
H -1.4075 -3.1409 -1.4946
H -2.8779 2.3316 4.6647
C -5.6279 -3.8624 -6.2938
H -1.6106 -1.7373 -2.5267
O 1.5314 2.5742 -1.9112
C 4.4316 1.8283 4.3274
C -2.4421 2.6168 -4.5813
H 0.7551 0.2390 -3.1296
W -0.0217 -0.2223 0.7793
H 2.8795 -2.2557 2.9596
H 0.3242 -0.5631 4.5161
C -5.0029 -4.6545 -4.2757
C -3.0541 2.5414 -3.1921
C 0.3750 2.8183 4.8047
C 2.1250 1.7536 -1.2203
H -4.9898 -5.4845 -3.5731
H 1.1323 2.0880 1.9246
Ge -0.6673 1.6218 3.6042
C 1.0520 -2.9101 2.0525
H -1.7326 -5.3057 1.0214
C 3.6749 1.7092 -1.4569
C -0.8764 -2.4637 -2.1649
H 0.0479 3.0757 -3.9137
N 1.7805 -0.6497 2.1432
H -1.8760 -2.8812 0.6039
H -1.3598 -0.8234 4.0531
H -0.9695 0.0305 5.5667
H 0.3100 3.8601 4.4825
H -0.1137 4.8421 -4.0407
H -0.4026 3.9921 -1.6818
C -0.9258 -4.6591 1.3350
H -3.7580 3.3646 -3.0454
H -5.0961 -1.8501 -6.8007
H 0.3024 -6.2151 2.2096
O 5.7377 2.3505 6.2454
S -2.1437 -0.4647 1.2962
H -2.5186 3.3503 3.2617
F 4.0071 1.9263 -2.7380
C 1.9198 -2.9678 -1.1022
H -3.9160 -3.3492 -2.9674
C -0.6492 3.9182 -3.8207
H -1.7990 1.7428 -4.7397
H 3.0873 1.4635 1.2306
C 1.9854 -1.9492 2.4272
H 2.8061 -2.5887 -0.5850
H -3.5881 1.5985 -3.0823
H 2.4499 -0.8903 4.7207
H 2.2394 -3.3566 -2.0751
O 5.7646 3.8276 4.6093
C 2.9372 -0.0648 4.2183
C -4.3963 -3.4614 -3.9309
H 0.0076 2.7536 5.8327
H 5.3179 3.9714 3.7667
C -5.0499 -2.6294 -6.0507
H -1.8740 4.8054 -2.2991
H 1.3097 -1.3248 -3.7412
C 1.1932 -4.2838 2.3577
O 1.7385 0.9584 -0.3352
O -1.6989 3.8172 -4.7676
H -0.5404 -3.0559 -3.0233
C -0.6723 -0.1234 4.5251
Se -3.5817 -0.7449 -4.4215
Si 0.6207 -1.5948 -1.3855
N -2.0078 2.7386 -2.1649
C 0.1205 1.7046 1.8143
C 4.1509 2.0760 2.9798
H 1.5194 -3.8072 -0.5270
C -4.4011 -2.3837 -4.8315
H -0.4336 2.4702 1.2631
H 2.3717 -0.3638 -2.7152
N -5.6230 -4.8875 -5.4380
H -6.1304 -4.0411 -7.2423
C -1.4138 1.7603 -1.5028
C 3.8113 0.7333 4.9255
H 2.0825 -4.6111 2.8810
C 2.6376 0.1905 2.8679
C 0.2101 -5.1580 1.9908
N -0.9087 1.0322 -0.7701
C -1.0049 -3.3074 1.0785
H 4.6350 2.8768 2.4281
F 4.2488 0.5529 -1.0908

=====

DFT (the ωB97M-V functional and the def2-TZVPD basis) results for a 9-piece molecular cluster, C13H40O13 overall.

Output
Structure (SMILES) = COC(=O)OC.COC(=O)OC.CO.CO.CO.CO.CO.CO.CO
Net charge = 0
Gap between HOMO and LUMO = 0.3595 hartree

Element x y z (Å)
H 2.3341 -3.9979 -0.2637
H 3.0919 -0.1428 -3.8907
C -0.4334 -4.0810 -2.7492
H 1.4791 4.7327 0.9693
H -0.7913 0.1162 0.1042
O 0.3913 -3.0977 -2.1898
C -3.3102 2.3506 -0.5911
O -3.4579 -1.4662 0.5595
H -3.9400 1.5077 -0.6110
H 1.4113 3.7119 -1.5944
H -0.0304 -2.8129 -1.3970
C -0.3194 -0.5805 -0.5376
H -0.2833 -1.4998 6.1524
C -2.4910 1.1487 -2.4093
H 1.5662 -3.8980 1.3345
H -3.5951 -1.1975 -0.3614
H -3.8306 3.1886 -0.9902
C -3.8903 -2.8424 0.6598
H 0.6902 -0.1924 -0.8918
O 2.7488 -2.2695 0.8330
H -3.6121 -3.3901 -0.2812
O -3.1900 0.1758 -2.1394
O 2.1777 4.8675 3.1548
H 1.7417 4.9827 4.0290
H -1.4931 -3.7153 -2.8325
O 0.9798 -0.6460 2.2917
C -1.7564 0.2149 -4.4871
H 1.9754 0.8370 -4.9383
H -0.5848 -5.0926 -2.2653
O 1.1849 -0.9871 -4.3267
O -2.3166 2.2483 -1.6637
H -4.9733 -2.9508 0.9493
C 3.4010 5.5565 3.4159
H 1.3208 -1.5434 -3.5426
H -1.8094 0.5827 -5.5038
H 4.1371 4.8552 3.7811
H 3.7458 5.9603 2.4592
H 1.7990 0.6325 -3.0556
O -1.6581 1.3001 -3.4708
O 0.2543 -0.9884 4.3411
H 3.2982 -4.0918 1.2844
H 3.2082 6.3593 4.1093
H -1.6644 -1.0744 5.3467
H -3.3310 -3.2261 1.5100
C 2.4848 -3.6445 0.7466
H 0.0254 4.6222 -0.8539
C 2.0558 0.1119 -4.0713
H -2.6881 -0.3965 -4.3925
C -0.0379 -0.9797 3.0715
C 1.1632 4.4609 -0.8467
O 1.6568 4.0236 0.3471
H -0.8861 -0.4503 -4.4149
H -0.8461 -2.5447 4.9409
C -0.6867 -1.5407 5.1849
H 1.6551 5.3937 -1.2477
H -0.6829 -1.8529 0.8219
H 1.9085 -1.8063 0.5621
O -0.0001 -1.7920 0.1427
H 1.8041 0.7512 3.5536
H -0.0371 -4.2168 -3.7697
O -1.0844 -1.3926 2.6320
H 2.7241 -0.7243 3.4657
C 2.1504 0.0278 2.8928
H -0.7535 -0.7298 -1.4924
H -2.8596 2.6138 0.3252
H 2.7594 0.5215 2.1009

=====

So what do the calculations give for relative energy (zero: lowest compared OMol25 entry of this formula, charge and spin)? Going down the list: 1.129; 2.323; 0.921; 2.757; 0.000; 0.986 eV.
So what do the calculations give for E? Going down the list: -8976.28471; -9440.72016; -4622.49972; -11011.18950; -202110.59123; -40742.63575 eV.